# C5H11O2

2 unconnected molecules or ions with the total composition C5H11O2 in a non-equilibrium geometry (the ωB97M-V functional and the def2-TZVPD basis, the OMol25 dataset).

Its charge is -2. The expectation value of S² is 0.75. As for the spin multiplicity: 2. The calculation puts the highest occupied orbital energy (spin up / spin down) at 3.88 / -1.46 eV. As for the lowest unoccupied orbital energy (spin up / spin down): 0.23964 / 0.23763 Eh. Its gap between HOMO and LUMO (spin up / spin down) is 2.64 / 7.92 eV.

Positions of all 18 atoms, in Å:
C1 0.82597 0.05248 3.23074
C2 0.84722 -0.93174 2.06349
H1 0.33276 -0.31062 4.14297
H2 1.84257 0.31241 3.57548
H3 0.42725 0.99492 2.85329
H4 1.30085 -0.52782 1.15480
H5 -0.18946 -1.17050 1.81657
H6 1.53353 -1.76618 2.24047
C3 -0.50415 0.30034 -2.72614
C4 -0.56178 -0.72326 -1.59075
C5 -1.12997 1.69174 -2.19184
O1 -2.30251 1.97038 -2.53165
O2 -0.32076 2.33690 -1.49495
H7 0.49074 0.65522 -3.00640
H8 -1.01195 0.04596 -3.66164
H9 -1.47643 -0.67167 -1.00111
H10 0.24589 -0.53916 -0.88284
H11 -0.34978 -1.71940 -1.99050

Forces on the atoms, in the same order (eV/Å):
0.969 0.235 -0.128
0.416 0.110 -0.068
-0.240 0.049 -0.248
-0.010 -0.160 -0.101
-0.409 0.067 0.313
-0.161 0.680 0.094
0.199 -0.582 -0.034
-0.671 -0.472 0.374
-0.808 2.009 0.313
1.065 -0.004 -0.543
0.562 -0.778 -0.464
-0.028 -0.040 0.011
-0.262 0.230 0.047
0.299 -0.674 0.218
-0.243 -0.419 0.281
-0.196 -0.188 -0.325
-0.066 0.193 0.049
-0.415 -0.256 0.212

Charges per atom according to Mulliken partitioning, unit e: C -3.864; C -2.061; H 1.395; H 0.806; H 0.603; H 0.351; H 0.689; H 0.962; C -0.447; C -0.635; C 0.429; O -0.755; O -0.667; H 0.244; H 0.269; H 0.343; H -0.045; H 0.385

***

# CH5N2S2

A gas-phase ion, CH5N2S2 (charge +1) in a non-equilibrium geometry (the ωB97M-V functional and the def2-TZVPD basis, the OMol25 dataset).

Its charge is +1. Its structure (SMILES) is NC(=[NH2+])SS. The calculation puts the highest occupied orbital energy at -13.64 eV. As for the lowest unoccupied orbital energy: -0.15406 Eh. Its gap between HOMO and LUMO is 9.45 eV.

Positions of all 10 atoms, in Å:
N1 -0.19298 -0.90977 0.31029
C1 0.05184 0.49062 0.27180
N2 -0.86886 1.38030 0.13529
S1 1.64157 1.16430 -0.07303
S2 2.87213 -0.49234 -0.00487
H1 -1.09344 -1.30201 0.53759
H2 0.61522 -1.47133 0.68808
H3 -1.76682 0.84495 0.27726
H4 -0.60343 2.18486 -0.37633
H5 4.05439 0.18217 0.42624

Forces on the atoms, in the same order (eV/Å):
2.444 2.623 1.153
2.441 -3.845 -1.051
-2.536 -2.928 1.340
-0.085 -0.431 0.435
1.507 0.431 0.111
-0.297 0.273 0.040
-1.228 0.815 -0.593
0.336 2.456 -0.817
-0.884 1.250 -0.354
-1.698 -0.644 -0.263

Charges per atom according to Mulliken partitioning, unit e: N -0.443; C 0.744; N -0.335; S -0.060; S -0.180; H 0.265; H 0.232; H 0.272; H 0.249; H 0.256

***

E_tot (Ha)
-347.486347 -946.718113
Energy relative to the best compared isomer or geometry (same formula, charge and spin) (eV)
0.492 0.887